DFT (ωB97M-V/def2-TZVPD) results for 2 unconnected molecules or ions with the total composition C4H10N2O2.

Summary:
**E_tot**: -418.4496 Eh
**ΔE to the lowest compared entry with this formula, charge and spin**: 0.310 eV
**SMILES string**: CC(N)=O.CC(N)=O
**HOMO energy**: -0.3400 Ha
**Gap between HOMO and LUMO**: 0.358 Eh

Element x y z (Å)
C  -0.947  1.282  -3.431
C  -0.672  1.284  -1.958
N  -1.046  2.418  -1.302
O  -0.042  0.390  -1.421
H  -1.893  1.779  -3.652
H  -0.879  0.282  -3.824
H  -0.220  1.940  -3.921
H  -0.921  2.459  -0.304
H  -1.748  3.017  -1.705
C  -0.433  -1.052  2.801
C  0.837  -1.499  2.137
N  1.117  -0.938  0.939
O  1.559  -2.338  2.645
H  -1.003  -0.358  2.178
H  -0.190  -0.456  3.679
H  -1.060  -1.905  3.019
H  1.995  -1.187  0.508
H  0.571  -0.226  0.469

***

DFT (ωB97M-V/def2-TZVPD) results for a single C4H10N2O2 molecule.

Summary:
**E_tot**: -418.4063 Eh
**ΔE to the lowest compared entry with this formula, charge and spin**: 1.488 eV
**SMILES string**: NC(=O)C[C@@H](N)CO
**HOMO energy**: -0.3390 Ha
**Gap between HOMO and LUMO**: 0.368 Eh

Element x y z (Å)
N  -2.721  0.384  0.009
C  -1.621  0.186  -0.801
O  -1.651  -0.499  -1.799
C  -0.363  0.838  -0.293
C  0.576  -0.127  0.423
N  0.964  -1.259  -0.457
C  1.811  0.624  0.845
O  2.545  -0.121  1.785
H  -3.559  -0.160  -0.094
H  -2.644  0.754  0.942
H  0.160  1.275  -1.144
H  -0.746  1.685  0.322
H  0.116  -0.621  1.283
H  0.169  -1.534  -1.006
H  1.864  -1.127  -0.886
H  2.363  0.994  -0.049
H  1.632  1.569  1.352
H  2.721  -1.037  1.598